8
Properties=species:S:1:pos:R:3:forces:R:3 method="wB97M-V/def2-TZVPD" lumo_energy_ev=3.1 e_above_lowest_ev=1.136 orbital_gap_ev=9.06 total_charge=-1
O -2.449 -0.199 -0.027 -1.4 -1.2 0.0
O -1.357 1.817 -0.823 0.3 -1.9 0.8
O 1.421 -0.702 1.690 -0.4 -0.6 0.6
Si 1.812 -0.369 0.263 0.6 -3.1 0.1
S -1.243 0.537 -0.094 0.1 3.8 -0.3
Cl 3.679 -1.150 -0.398 -0.4 0.1 0.0
Cl 1.901 1.523 -0.059 0.4 3.5 -0.9
Cl 0.477 -1.068 -1.318 0.8 -0.5 -0.3


9
Properties=species:S:1:pos:R:3:forces:R:3 method="wB97M-V/def2-TZVPD" lumo_energy_ev="0.4 / 0.4" e_above_lowest_ev=5.802 orbital_gap_ev="7.88 / 7.88"
C 0.862 -0.951 0.046 0.3 -1.0 -0.7
C -0.376 -0.311 0.007 -1.9 -0.2 0.5
C 1.983 -0.195 0.003 -0.3 0.3 0.3
N 0.418 1.853 -0.115 4.1 -4.3 -1.1
O 2.989 0.343 0.028 0.6 -0.3 -0.2
O -0.580 0.966 0.057 -2.5 -0.4 0.0
H 0.831 -2.089 -0.009 0.6 1.9 0.2
H -1.283 -1.057 0.015 1.5 2.4 0.0
H 0.295 2.798 0.077 -2.3 1.6 0.9


106
Properties=species:S:1:pos:R:3:forces:R:3 method="wB97M-V/def2-TZVPD" s_squared=8.764 lumo_energy_ev="-0.3 / -1.5" e_above_lowest_ev=0.000 spin_multiplicity=6 orbital_gap_ev="7.38 / 6.13"
Ru 0.739 -0.537 0.781 -0.1 -0.7 -0.1
C -0.046 -3.056 3.546 0.6 1.3 -0.3
C -0.362 -1.595 3.893 -0.1 -0.4 -0.6
C -0.824 -1.338 5.203 -0.1 0.6 -0.8
C -1.148 -0.062 5.551 0.2 0.3 0.8
C -1.019 0.977 4.603 -0.7 0.9 1.4
C -1.358 2.345 4.878 0.3 -0.1 -0.2
Br -1.886 2.959 6.571 -0.2 -0.3 0.5
C -1.236 3.305 3.921 -0.2 -0.2 0.6
C -0.781 2.954 2.656 -0.2 -0.1 -0.4
Br -0.695 4.355 1.425 0.2 0.2 -0.6
C -0.500 1.653 2.286 0.0 0.0 0.5
O -0.162 1.307 1.087 0.0 -0.2 -0.4
C -0.588 0.650 3.331 0.2 0.2 -1.2
N -0.252 -0.620 2.972 0.2 -1.3 0.7
H -0.512 -3.739 4.257 0.3 0.1 0.1
H 1.065 -3.161 3.496 -0.9 -0.2 0.1
H -0.452 -3.266 2.564 0.1 -0.1 -0.3
H -0.969 -2.165 5.858 0.1 -0.3 0.5
H -1.450 0.178 6.584 0.0 -0.1 -0.7
H -1.513 4.337 4.139 0.2 -0.3 -0.1
C -6.464 -1.980 -1.058 0.0 0.0 -1.3
Si -4.914 -1.660 -0.107 0.2 0.0 1.3
C -5.252 -0.615 1.446 0.6 -0.4 -0.7
C -4.341 -3.260 0.712 -0.6 -0.3 -0.3
Sb -2.830 -0.664 -1.104 0.5 0.0 0.0
Si -2.764 -1.946 -3.297 -0.4 -0.7 -0.3
C -4.368 -1.924 -4.257 -1.3 -0.6 -0.1
C -1.425 -1.439 -4.491 0.0 0.9 0.6
C -2.519 -3.773 -2.869 -0.3 0.2 0.7
Si -3.568 1.596 -1.913 -0.7 0.4 -0.6
C -2.139 2.483 -2.702 -0.3 0.9 0.5
C -4.848 1.456 -3.310 0.4 0.3 0.2
C -4.259 2.629 -0.523 -0.3 -0.8 0.3
H -7.340 -2.121 -0.454 -0.3 -0.3 0.7
H -6.330 -2.860 -1.700 -0.1 0.1 0.2
H -6.744 -1.172 -1.732 0.2 0.2 -0.1
H -5.976 -1.166 2.025 -0.4 0.0 0.4
H -5.577 0.394 1.274 -0.3 0.4 0.0
H -4.311 -0.577 1.995 0.0 0.0 0.2
H -5.147 -3.597 1.386 0.2 0.0 -0.2
H -3.476 -3.040 1.317 0.4 0.0 0.3
H -4.089 -4.086 0.034 -0.1 0.2 0.1
H -4.517 -1.050 -4.885 -0.1 0.2 0.2
H -5.300 -2.120 -3.665 0.8 0.5 -0.2
H -4.383 -2.769 -4.962 0.4 0.0 0.1
H -1.469 -0.388 -4.788 -0.1 0.1 0.2
H -1.523 -1.994 -5.404 0.1 -0.6 -0.5
H -0.466 -1.598 -4.016 0.4 -0.2 -0.1
H -3.445 -4.168 -2.373 0.8 0.2 -0.5
H -1.691 -3.866 -2.160 -0.1 -0.1 0.0
H -2.268 -4.342 -3.771 -0.2 0.0 0.1
H -2.156 2.267 -3.750 0.3 -0.3 -0.7
H -1.171 2.279 -2.267 0.3 0.0 0.1
H -2.336 3.572 -2.620 0.2 -0.4 0.1
H -4.331 1.009 -4.146 0.1 -0.4 -0.3
H -5.248 2.388 -3.716 0.1 0.2 0.4
H -5.674 0.825 -3.042 -0.5 -0.4 0.1
H -3.486 2.884 0.196 0.1 0.1 0.2
H -5.091 2.115 -0.015 0.3 0.2 -0.1
H -4.659 3.530 -0.953 -0.1 0.6 -0.2
C 2.340 -5.482 -1.026 -1.1 0.6 0.0
O 1.715 -4.293 -1.520 -0.6 1.0 -0.1
C 1.576 -3.244 -0.723 0.4 -0.2 1.5
S 2.286 -3.153 0.831 -0.8 -0.1 -0.9
S 0.512 -1.995 -1.229 0.1 -0.2 -0.2
H 2.261 -6.153 -1.850 0.1 -0.6 -0.4
H 1.807 -5.840 -0.149 0.0 -0.1 0.1
H 3.334 -5.240 -0.798 1.5 0.0 0.4
C 3.223 2.343 2.829 -1.1 1.2 0.8
C 4.461 1.839 2.180 -0.4 -0.1 -1.6
C 5.564 2.858 2.122 0.2 1.1 -0.6
C 4.958 0.712 3.006 0.6 -1.5 0.6
Si 3.774 1.277 0.467 -1.0 -1.5 0.0
O 2.515 0.147 0.783 1.2 1.4 0.2
C 3.059 2.637 -0.637 0.3 0.9 -0.1
C 2.545 2.327 -1.919 0.3 -0.1 0.7
C 2.044 3.297 -2.776 0.0 0.1 0.3
C 2.002 4.618 -2.360 0.4 0.4 -0.1
C 2.522 4.961 -1.118 0.4 0.4 0.2
C 3.092 4.006 -0.275 -0.3 -0.5 0.2
C 4.852 0.140 -0.553 0.2 -0.2 0.0
C 5.577 0.568 -1.665 0.3 -0.3 -0.7
C 6.295 -0.365 -2.434 -0.9 -0.1 1.3
C 6.266 -1.701 -2.050 0.7 0.0 -1.0
C 5.581 -2.161 -0.962 -0.7 0.3 1.1
C 4.861 -1.230 -0.219 0.3 0.2 0.4
H 3.432 2.992 3.694 0.1 0.0 -0.1
H 2.650 1.515 3.229 -0.4 -0.2 -0.1
H 2.601 2.916 2.135 -0.3 0.0 0.3
H 5.877 3.108 3.131 0.0 0.2 0.3
H 5.342 3.804 1.581 0.0 -0.6 0.4
H 6.427 2.419 1.653 0.5 -0.1 -0.4
H 5.050 1.030 4.039 -0.1 0.2 0.4
H 5.955 0.375 2.745 0.2 -0.1 -0.4
H 4.312 -0.169 3.019 -0.1 0.1 -0.2
H 2.600 1.297 -2.234 -0.1 -0.2 -0.2
H 1.709 3.060 -3.771 -0.1 -0.3 -0.1
H 1.679 5.403 -3.055 -0.1 -0.4 0.4
H 2.551 6.014 -0.828 -0.1 -0.3 0.0
H 3.530 4.315 0.697 -0.4 -0.2 -0.9
H 5.525 1.610 -1.996 0.1 -0.3 0.2
H 6.852 -0.102 -3.297 0.3 0.4 -0.6
H 6.802 -2.418 -2.643 0.3 -0.2 -0.3
H 5.611 -3.215 -0.663 -0.1 0.4 -0.2
H 4.323 -1.560 0.670 0.1 0.2 -0.4


20
Properties=species:S:1:pos:R:3:forces:R:3 method="wB97M-V/def2-TZVPD" lumo_energy_ev=0.6 e_above_lowest_ev=2.224 orbital_gap_ev=9.48
C 2.131 0.100 -0.308 -1.0 2.1 0.2
C -0.857 -1.059 1.106 1.3 1.0 0.5
C -0.752 0.523 1.051 1.2 -1.0 -2.1
C 0.728 -0.113 -0.664 -1.2 -3.7 2.3
C 0.343 -1.695 0.449 1.6 2.5 -2.0
C -1.235 1.160 -1.395 -1.8 -1.9 1.4
N -0.273 0.811 -0.364 -0.2 0.6 1.9
O 2.170 1.312 0.328 5.0 -1.3 0.0
O 3.056 -0.605 -0.574 0.2 0.3 0.3
F 0.108 -2.828 -0.335 -0.1 1.2 0.9
H -0.773 -1.243 2.187 -1.2 -0.7 -0.3
H -1.726 -1.298 0.474 -0.1 -0.4 1.0
H -1.732 0.902 1.275 -0.2 0.6 0.0
H 0.031 0.980 1.690 -0.8 -0.7 0.3
H 0.613 -0.452 -1.615 0.0 -1.2 -2.8
H 1.313 -1.828 1.022 -1.5 -0.1 -0.5
H -2.126 0.351 -1.451 1.8 1.8 -0.2
H -1.625 2.131 -1.120 -0.5 0.1 -0.1
H -0.722 1.266 -2.323 0.2 -0.2 -0.8
H 1.330 1.584 0.568 -2.8 0.9 0.1